Entry 1:
An isolated molecule of C2H5NO3 at a distorted geometry. Source: the Open Molecules 2025 dataset; level of theory: ωB97M-V/def2-TZVPD.

Last column: natural (NBO) charge in e.
Positions of all 11 atoms, in Å:
C1 0.102 -0.723 0.237  -0.19
C2 1.077 0.400 -0.075  0.76
H1 -2.702 0.435 -0.383  0.34
H2 -1.531 1.607 -0.426  0.36
H3 0.653 -1.557 0.098  0.17
H4 -0.372 -0.828 1.172  0.22
H5 2.552 -1.044 0.031  0.48
N1 -1.894 0.606 0.103  -0.50
O1 -1.054 -0.485 -0.511  -0.43
O2 2.363 0.037 -0.254  -0.67
O3 0.806 1.551 0.007  -0.55

Computed properties:
net charge = 0
SMILES string = NOCC(=O)O
HOMO-LUMO gap = 10.04 eV
HOMO = -9.8 eV
lowest unoccupied orbital energy = 0.008 hartree
ΔE to the lowest compared entry with this formula, charge and spin = 409.8 kJ/mol
maximum force = 5.5 eV/A

---

Entry 2:
A 2-piece molecular cluster, C2H5NO3 overall at a distorted geometry. Source: the Open Molecules 2025 dataset; level of theory: ωB97M-V/def2-TZVPD.

Last column: natural (NBO) charge in e.
Positions of all 11 atoms, in Å:
O1 -0.933 2.270 0.281  -0.49
C1 -1.872 1.552 0.452  0.53
N1 -1.819 0.156 0.184  -0.68
C2 -1.181 -0.289 -0.991  0.53
O2 -0.191 0.245 -1.405  -0.51
H1 -2.713 1.776 1.145  0.12
H2 -2.590 -0.484 0.542  0.40
H3 -1.614 -1.207 -1.379  0.12
H4 4.259 -0.666 0.785  0.47
H5 4.226 -1.751 -0.276  0.47
O3 4.429 -1.602 0.661  -0.94

Computed properties:
net charge = 0
SMILES string = O=CNC=O.O
HOMO-LUMO gap = 10.56 eV
HOMO = -10.1 eV
lowest unoccupied orbital energy = 0.017 hartree
ΔE to the lowest compared entry with this formula, charge and spin = 111.8 kJ/mol
maximum force = 2.9 eV/A

---

Entry 3:
An isolated molecule of C2H5NO5 at a distorted geometry. Source: the Open Molecules 2025 dataset; level of theory: ωB97M-V/def2-TZVPD.

Last column: natural (NBO) charge in e.
Positions of all 13 atoms, in Å:
C1 0.727 0.111 -0.117  0.70
C2 -0.570 0.309 -0.933  -0.13
O1 -1.631 0.318 -0.016  -0.41
O2 0.753 0.928 1.009  -0.74
O3 0.724 -1.229 0.264  -0.72
O4 1.807 0.430 -0.911  -0.71
N1 -1.933 -0.976 0.445  0.38
O5 -2.523 -0.964 1.469  -0.27
H1 -0.147 1.098 1.320  0.50
H2 1.431 -1.396 0.899  0.48
H3 2.574 0.599 -0.347  0.48
H4 -0.656 -0.506 -1.654  0.21
H5 -0.557 1.279 -1.429  0.22

Computed properties:
net charge = 0
SMILES string = O=NOCC(O)(O)O
HOMO-LUMO gap = 10.64 eV
HOMO = -10.5 eV
lowest unoccupied orbital energy = 0.004 hartree
ΔE to the lowest compared entry with this formula, charge and spin = 316.1 kJ/mol
maximum force = 1.8 eV/A

---

Entry 4:
An isolated ion of composition C2H5NO9S2 and charge -2 at a distorted geometry. Source: the Open Molecules 2025 dataset; level of theory: ωB97M-V/def2-TZVPD.

Last column: natural (NBO) charge in e.
Positions of all 19 atoms, in Å:
C1 -0.319 1.094 0.273  -0.55
C2 0.184 -1.463 -0.032  0.92
N1 0.578 0.194 -0.363  -0.81
O1 -2.178 0.162 -1.327  -1.04
O2 2.370 0.673 1.448  -1.03
O3 -2.679 -0.081 0.945  -1.02
O4 -2.716 2.199 0.008  -1.02
O5 2.118 2.116 -0.533  -1.03
O6 2.941 -0.240 -0.751  -1.04
O7 -0.505 -1.468 1.173  -0.76
O8 1.337 -2.151 0.083  -0.75
O9 -0.526 -1.993 -1.086  -0.75
S1 -2.091 0.837 -0.096  2.37
S2 2.093 0.707 -0.025  2.49
H1 -0.200 1.179 1.393  0.22
H2 0.025 2.116 -0.008  0.28
H3 -1.448 -0.993 0.928  0.49
H4 1.983 -1.626 -0.520  0.51
H5 -0.967 -1.260 -1.509  0.51

Computed properties:
net charge = -2
SMILES string = O=S(=O)([O-])CN(C(O)(O)O)S(=O)(=O)[O-]
HOMO-LUMO gap = 8.13 eV
HOMO = -2.2 eV
lowest unoccupied orbital energy = 0.217 hartree
maximum force = 5.4 eV/A

---

Entry 5:
An isolated molecule of C2H5NOS at a distorted geometry. Source: the Open Molecules 2025 dataset; level of theory: ωB97M-V/def2-TZVPD.

Last column: natural (NBO) charge in e.
Positions of all 10 atoms, in Å:
C1 1.819 0.331 -0.293  -0.24
C2 -0.700 0.366 0.070  -0.41
N1 0.681 -0.258 0.169  -0.57
O1 4.322 0.446 -0.525  -0.97
S1 3.311 -0.128 0.332  0.98
H1 1.656 0.941 -1.220  0.22
H2 -0.615 0.994 -0.796  0.21
H3 -1.397 -0.449 -0.076  0.21
H4 -1.006 0.775 1.109  0.20
H5 0.953 -0.711 0.995  0.37

Computed properties:
net charge = 0
HOMO-LUMO gap = 8.16 eV
HOMO = -7.7 eV
lowest unoccupied orbital energy = 0.017 hartree
ΔE to the lowest compared entry with this formula, charge and spin = 257.8 kJ/mol
maximum force = 3.2 eV/A

---

Entry 6:
C2H5NOS as an isolated structure at a distorted geometry. Source: the Open Molecules 2025 dataset; level of theory: ωB97M-V/def2-TZVPD.

Last column: natural (NBO) charge in e.
Positions of all 10 atoms, in Å:
C1 -1.306 0.665 -0.842  -0.85
C2 0.343 -0.637 0.453  -0.14
H1 -1.812 -0.653 -0.557  0.23
H2 -1.930 1.377 0.067  0.22
H3 -1.724 1.148 -1.979  0.26
H4 -0.761 -0.924 0.625  0.20
H5 3.217 -0.581 0.728  0.47
N1 1.360 -1.141 1.124  -0.14
O1 2.196 -0.091 0.874  -0.57
S1 0.416 0.837 -0.493  0.33

Computed properties:
net charge = 0
HOMO-LUMO gap = 9.43 eV
HOMO = -8.7 eV
lowest unoccupied orbital energy = 0.025 hartree
ΔE to the lowest compared entry with this formula, charge and spin = 616.6 kJ/mol
maximum force = 8.6 eV/A